30
Properties=species:S:1:pos:R:3 method="wB97M-V/def2-TZVPD" total_charge=-4 lumo_ha="0.3000 / 0.2979" s2=8.759 spin_multiplicity=6
Cd -6.271 -2.581 4.196
Fe -2.751 -5.839 8.018
N -4.172 -3.654 6.655
O -4.916 -2.925 5.879
O -4.452 -4.182 7.702
O -3.404 -4.411 6.125
N -3.174 -2.505 2.766
O -2.958 -1.325 2.240
O -4.285 -2.770 3.230
O -2.669 -3.447 2.206
N -5.349 0.385 4.843
O -5.789 -0.621 4.250
O -6.076 1.275 5.151
O -4.093 0.497 5.216
N -3.257 -8.118 5.576
O -3.354 -7.171 6.343
O -4.179 -8.895 5.433
O -2.105 -8.452 5.214
N -0.233 -4.281 7.150
O -0.313 -5.044 6.305
O -1.063 -4.322 7.996
O 0.726 -3.526 7.442
N -3.154 -4.280 10.771
O -4.195 -3.958 11.289
O -3.152 -5.164 9.991
O -2.099 -3.655 10.685
N -3.626 -0.631 8.082
O -3.114 -1.628 8.464
O -4.743 -0.394 8.575
O -2.855 0.193 7.577

13
Properties=species:S:1:pos:R:3 method="wB97M-V/def2-TZVPD" total_charge=+2 lumo_ha="-0.3332 / -0.3692" s2=0.759 spin_multiplicity=2
Cu -3.278 -3.763 0.109
Cu -0.634 2.106 -0.175
Cu -1.457 -1.265 4.331
Cl -1.298 -0.950 0.807
O -2.455 -1.441 0.084
O -0.963 -1.800 1.892
O -0.203 -0.495 0.029
O -1.808 0.278 1.286
Cl 2.468 1.502 -1.731
O 1.142 2.103 -2.115
O 3.515 1.865 -2.624
O 2.754 1.746 -0.401
O 2.216 0.112 -1.493

8
Properties=species:S:1:pos:R:3 method="wB97M-V/def2-TZVPD" lumo_ha=0.0122 relative_energy_ev=1.262 spin_multiplicity=1
O -2.298 1.029 1.353
O -1.432 0.329 -1.049
P -0.517 -0.420 -0.143
P -3.110 1.158 0.164
Cl -4.002 -0.620 -0.191
Cl -0.997 -2.260 0.036
H -0.357 0.463 0.945
H 0.902 -0.558 -0.639

7
Properties=species:S:1:pos:R:3 method="wB97M-V/def2-TZVPD" lumo_ha=-0.0198 relative_energy_ev=3.173 spin_multiplicity=1
Si 1.174 0.255 0.590
P 0.877 -1.515 -0.610
Cl -2.426 0.211 -1.145
Cl 2.337 1.624 -0.272
H 0.781 0.254 1.985
H -2.813 1.496 -0.768
H 0.069 -2.324 0.219

9
Properties=species:S:1:pos:R:3 method="wB97M-V/def2-TZVPD" total_charge=+1 lumo_ha=-0.2158 relative_energy_ev=2.316 spin_multiplicity=1
N -0.210 0.237 -0.329
N -0.730 0.283 -3.076
P -1.169 0.333 -1.641
Cl -3.104 0.383 -1.274
Cl -0.432 -1.400 3.027
H -0.616 0.671 0.568
H 0.640 -0.323 -0.195
H -1.518 -0.891 3.437
H 0.179 0.187 -3.389

8
Properties=species:S:1:pos:R:3 method="wB97M-V/def2-TZVPD" lumo_ha=-0.0450 relative_energy_ev=2.201 spin_multiplicity=1
Si -1.184 -0.385 -1.868
Si 1.224 -0.582 2.094
Cl 2.917 0.399 2.053
Cl 1.514 -2.564 2.417
H 0.609 -0.320 0.747
H -0.476 0.721 -1.212
H -1.701 0.050 -3.215
H 0.456 -0.325 3.267

6
Properties=species:S:1:pos:R:3 method="wB97M-V/def2-TZVPD" lumo_ha="-0.0630 / -0.0526" relative_energy_ev=2.737 spin_multiplicity=1
N -0.100 0.380 0.509
N -1.659 -0.790 -0.351
N 0.951 0.017 0.225
Cl -3.004 -0.051 -0.088
Cl 2.424 1.304 -0.254
H 1.387 -0.860 -0.042

6
Properties=species:S:1:pos:R:3 method="wB97M-V/def2-TZVPD" total_charge=-1 lumo_ha="0.1375 / 0.1375" relative_energy_ev=0.028 spin_multiplicity=1
N 0.722 0.646 -0.915
O -1.099 1.006 1.601
O -0.787 -1.365 1.022
S -0.146 -0.048 1.319
Cl -0.663 0.244 -1.927
Cl 1.973 -0.483 -1.100

6
Properties=species:S:1:pos:R:3 method="wB97M-V/def2-TZVPD" total_charge=+2 lumo_ha=-0.5885 spin_multiplicity=1
O -0.135 -1.006 0.642
V -0.058 0.535 0.279
O -1.483 1.139 -0.268
Tl 0.234 -3.746 -0.441
Cl 1.040 0.485 -1.988
Cl 0.401 2.592 1.776

7
Properties=species:S:1:pos:R:3 method="wB97M-V/def2-TZVPD" lumo_ha="-0.0816 / -0.1503" relative_energy_ev=1.819 spin_multiplicity=1
O 2.418 0.756 -1.096
O -1.974 0.714 -1.071
O -1.832 -1.701 -0.633
S 2.080 -0.211 -0.090
S -1.253 -0.386 -0.470
Cl 1.748 0.856 1.647
Cl -1.187 -0.029 1.714

13
Properties=species:S:1:pos:R:3 method="wB97M-V/def2-TZVPD" total_charge=+4 lumo_ha=-0.6195 relative_energy_ev=0.682 spin_multiplicity=1
Pb -1.005 -3.918 -1.517
Pb 1.361 2.892 -0.853
Pb -4.738 1.441 0.946
Cl -1.479 0.041 -1.311
O -1.084 -1.323 -1.620
O -2.627 0.079 -0.408
O -0.283 0.563 -0.730
O -2.018 0.668 -2.464
Cl 2.369 -0.076 1.620
O 1.230 -0.550 2.340
O 1.934 1.133 0.912
O 3.526 0.140 2.417
O 2.815 -1.090 0.666

7
Properties=species:S:1:pos:R:3 method="wB97M-V/def2-TZVPD" total_charge=+1 lumo_ha=-0.1988 relative_energy_ev=0.297 spin_multiplicity=1
N 0.351 0.010 0.207
P 2.005 0.025 0.007
Cl 2.621 0.014 -1.934
Cl 2.648 1.605 0.905
Cl 2.637 -1.654 0.956
H -0.122 0.651 -0.539
H -0.006 -0.321 1.108

Number 1: E -3393.55583 a.u.. Number 2: E -6442.30508 a.u.. Number 3: E -1754.82401 a.u.. Number 4: E -1552.99890 a.u.. Number 5: E -1373.36835 a.u.. Number 6: E -1501.73462 a.u.. Number 7: E -1085.01071 a.u.. Number 8: E -1523.79480 a.u.. Number 9: E -2186.46132 a.u.. Number 10: E -1942.38404 a.u.. Number 11: E -2098.42038 a.u.. Number 12: E -1777.67829 a.u..